Entry 1:
{
  "formula": "C14H27BrO6S2Si",
  "method": "ωB97M-V/def2-TZVPD",
  "smiles": "Cc1ccc(C[SiH2]Br)cc1.CCOS(C)(=O)=O.CCOS(C)(=O)=O",
  "lumo_energy_ev": 0.436,
  "e_homo_ev": -8.67,
  "charge": 0,
  "gap_ev": 9.104,
  "relative_energy_ev": 0.000,
  "species": ["C", "C", "C", "C", "C", "C", "Si", "Br", "C", "C", "H", "H", "H", "H", "H", "H", "H", "H", "H", "H", "H", "C", "C", "O", "S", "C", "O", "O", "H", "H", "H", "H", "H", "H", "H", "H", "C", "C", "O", "S", "C", "O", "O", "H", "H", "H", "H", "H", "H", "H", "H"],
  "xyz": [[3.35, -4.03, 0.85], [2.02, -3.38, 1.14], [1.52, -3.35, 2.44], [0.31, -2.73, 2.70], [-0.43, -2.11, 1.68], [-1.75, -1.47, 2.01], [-3.03, -2.83, 2.30], [-3.52, -2.92, 4.50], [0.07, -2.14, 0.38], [1.28, -2.78, 0.12], [3.25, -5.01, 0.38], [3.92, -4.12, 1.77], [3.93, -3.40, 0.18], [2.07, -3.80, 3.25], [-0.08, -2.72, 3.71], [-1.65, -0.90, 2.93], [-2.08, -0.81, 1.22], [-4.26, -2.64, 1.51], [-2.45, -4.14, 1.96], [-0.48, -1.66, -0.41], [1.68, -2.80, -0.88], [-3.43, 3.56, -2.63], [-2.86, 3.26, -1.26], [-3.85, 3.30, -0.21], [-4.88, 2.09, -0.11], [-5.54, 2.48, 1.47], [-4.13, 0.87, -0.03], [-5.90, 2.24, -1.09], [-4.12, 2.78, -2.95], [-2.62, 3.62, -3.36], [-3.97, 4.50, -2.62], [-2.35, 2.29, -1.23], [-2.13, 4.01, -0.98], [-4.75, 2.39, 2.22], [-6.33, 1.77, 1.67], [-5.94, 3.49, 1.44], [4.39, 2.12, -3.57], [5.14, 1.78, -2.30], [4.26, 1.60, -1.16], [3.41, 0.25, -1.08], [2.87, 0.42, 0.58], [4.31, -0.86, -1.20], [2.29, 0.36, -1.96], [3.77, 1.29, -3.90], [5.10, 2.35, -4.36], [3.74, 2.98, -3.41], [5.76, 0.88, -2.42], [5.80, 2.59, -2.01], [3.73, 0.36, 1.24], [2.19, -0.41, 0.77], [2.35, 1.37, 0.69]]
}



Entry 2:
{
  "formula": "C6H12O",
  "method": "ωB97M-V/def2-TZVPD",
  "smiles": "CCC[C@H]1C[C@H]1O",
  "lumo_energy_ev": 0.975,
  "e_homo_ev": -9.81,
  "charge": 0,
  "gap_ev": 10.780,
  "relative_energy_ev": 1.381,
  "species": ["C", "C", "C", "C", "C", "C", "O", "H", "H", "H", "H", "H", "H", "H", "H", "H", "H", "H", "H"],
  "xyz": [[1.09, -2.13, -1.37], [0.44, -1.40, -0.20], [0.53, 0.12, -0.30], [-0.02, 0.77, 0.95], [-0.24, 2.25, 0.97], [-1.43, 1.30, 0.89], [-2.20, 1.10, -0.26], [0.60, -1.86, -2.31], [2.15, -1.85, -1.45], [1.03, -3.21, -1.24], [0.92, -1.70, 0.74], [-0.62, -1.70, -0.10], [-0.01, 0.48, -1.19], [1.57, 0.43, -0.43], [0.37, 0.36, 1.88], [0.20, 2.85, 0.17], [-0.16, 2.71, 1.96], [-2.04, 1.32, 1.79], [-2.20, 0.16, -0.50]]
}



Entry 3:
{
  "formula": "C33H26BrCaN3O8S4Te",
  "method": "ωB97M-V/def2-TZVPD",
  "lumo_energy_ev": 3.850,
  "e_homo_ev": -1.35,
  "charge": -2,
  "gap_ev": 5.195,
  "relative_energy_ev": 3.160,
  "species": ["Ca", "O", "C", "O", "C", "O", "C", "C", "O", "O", "H", "H", "H", "H", "H", "C", "C", "C", "C", "C", "C", "N", "N", "C", "C", "C", "C", "C", "N", "H", "H", "H", "H", "H", "H", "H", "H", "H", "O", "C", "S", "C", "C", "S", "S", "S", "C", "Te", "C", "C", "C", "C", "C", "C", "C", "H", "H", "H", "H", "H", "H", "H", "H", "Br", "C", "C", "C", "C", "C", "C", "C", "O", "O", "H", "H", "H", "H"],
  "xyz": [[1.38, -0.75, 0.26], [4.44, -1.64, 2.69], [3.21, -1.26, 2.05], [3.34, -1.23, 0.73], [2.17, -2.34, 2.55], [1.28, -2.74, 1.50], [1.80, -3.67, 0.54], [1.10, -3.45, -0.82], [0.97, -4.41, -1.58], [0.73, -2.24, -1.05], [5.12, -1.36, 2.06], [1.55, -1.95, 3.35], [2.74, -3.19, 2.91], [1.63, -4.70, 0.87], [2.86, -3.50, 0.37], [-4.04, -1.43, 2.24], [-3.23, -1.75, 1.15], [-1.89, -1.42, 1.14], [-1.27, -0.71, 2.20], [-2.08, -0.48, 3.34], [-3.43, -0.82, 3.35], [0.05, -0.34, 2.07], [0.50, 0.37, 3.16], [1.75, 0.61, 3.34], [2.08, 1.61, 4.36], [3.18, 2.37, 4.24], [4.09, 2.15, 3.14], [3.92, 1.05, 2.38], [2.88, 0.16, 2.57], [-5.10, -1.66, 2.25], [-3.66, -2.27, 0.30], [-1.26, -1.79, 0.33], [-1.63, -0.02, 4.21], [-4.02, -0.62, 4.23], [1.35, 1.77, 5.14], [3.38, 3.16, 4.96], [4.91, 2.83, 2.94], [4.61, 0.80, 1.59], [0.22, 5.49, -5.90], [0.01, 4.54, -5.19], [0.51, 2.89, -5.61], [-0.18, 2.11, -4.19], [-0.79, 2.88, -3.27], [-1.63, 2.36, -1.85], [-0.78, 4.60, -3.62], [-0.09, 0.35, -4.26], [-3.14, -0.24, -2.79], [-1.07, -0.42, -2.21], [-1.31, -2.29, -3.32], [-2.77, -2.64, -3.31], [-3.23, -3.93, -3.54], [-4.59, -4.20, -3.55], [-5.51, -3.18, -3.32], [-5.05, -1.89, -3.09], [-3.69, -1.61, -3.06], [-3.17, 0.40, -3.67], [-3.67, 0.28, -1.99], [-0.69, -3.08, -2.88], [-0.96, -2.11, -4.33], [-2.52, -4.73, -3.72], [-4.94, -5.21, -3.72], [-6.57, -3.39, -3.33], [-5.76, -1.08, -2.92], [1.51, 6.23, 3.08], [1.67, 4.84, 1.78], [0.74, 3.82, 1.76], [0.88, 2.81, 0.83], [1.93, 2.82, -0.08], [2.85, 3.86, -0.04], [2.73, 4.89, 0.89], [2.12, 1.72, -1.10], [3.09, 1.77, -1.86], [1.23, 0.79, -1.08], [-0.08, 3.81, 2.47], [0.16, 2.00, 0.80], [3.66, 3.86, -0.77], [3.44, 5.70, 0.92]]
}



Entry 4:
{
  "formula": "C3FO3",
  "method": "ωB97M-V/def2-TZVPD",
  "lumo_energy_ev": [1.005, 0.874],
  "e_homo_ev": [-2.67, -2.50],
  "charge": -1,
  "gap_ev": [3.677, 3.372],
  "relative_energy_ev": 0.000,
  "species": ["C", "C", "C", "O", "O", "O", "F"],
  "xyz": [[-1.60, 0.42, -0.05], [2.38, -0.23, 0.67], [-1.95, -0.70, -0.56], [-1.85, 1.61, 0.04], [-1.85, -1.89, -0.73], [2.89, 0.71, 1.30], [1.98, 0.08, -0.66]]
}



Entry 5:
{
  "formula": "CH3IN2",
  "method": "ωB97M-V/def2-TZVPD",
  "lumo_energy_ev": -2.111,
  "e_homo_ev": -8.80,
  "charge": 0,
  "gap_ev": 6.692,
  "relative_energy_ev": 3.632,
  "species": ["C", "N", "N", "I", "H", "H", "H"],
  "xyz": [[0.27, 0.31, 0.01], [-0.80, 0.12, 0.94], [0.39, -1.00, -0.54], [-0.55, -1.60, -2.14], [-0.11, 1.28, -0.65], [1.24, 0.61, 0.49], [-0.43, 0.28, 1.89]]
}



Entry 6:
{
  "formula": "C4H9NO",
  "method": "ωB97M-V/def2-TZVPD",
  "smiles": "C=NC.CC=O",
  "lumo_energy_ev": 0.917,
  "e_homo_ev": -9.57,
  "charge": 0,
  "gap_ev": 10.489,
  "relative_energy_ev": 2.546,
  "species": ["C", "N", "C", "H", "H", "H", "H", "H", "C", "C", "O", "H", "H", "H", "H"],
  "xyz": [[0.93, -2.36, -1.20], [1.73, -1.65, -0.53], [1.29, -0.88, 0.58], [1.21, -2.83, -2.14], [0.00, -2.69, -0.71], [1.14, 0.18, 0.27], [0.40, -1.31, 1.04], [2.10, -0.80, 1.31], [-0.70, 2.02, -0.04], [-1.96, 1.39, 0.54], [-2.50, 1.73, 1.54], [-1.02, 2.90, -0.62], [-0.08, 2.36, 0.78], [-0.15, 1.33, -0.69], [-2.40, 0.61, -0.14]]
}



Entry 7:
{
  "formula": "CCrFO4S",
  "method": "ωB97M-V/def2-TZVPD",
  "multiplicity": 4,
  "lumo_energy_ev": [-1.862, -1.839],
  "e_homo_ev": [-9.16, -7.52],
  "charge": 0,
  "gap_ev": [7.303, 5.683],
  "species": ["S", "F", "O", "O", "C", "O", "O", "Cr"],
  "xyz": [[1.84, 0.01, -0.27], [1.96, -0.03, 1.44], [1.73, -1.43, -0.61], [0.45, 0.64, -0.41], [-1.63, -0.21, 0.65], [-2.17, 0.37, -0.23], [-1.48, -1.03, 1.47], [-0.69, 1.68, -2.03]]
}



Entry 8:
{
  "formula": "C3H12N3S2",
  "method": "ωB97M-V/def2-TZVPD",
  "lumo_energy_ev": -3.011,
  "e_homo_ev": -11.54,
  "charge": 1,
  "gap_ev": 8.527,
  "relative_energy_ev": 0.517,
  "species": ["N", "C", "N", "N", "H", "H", "H", "H", "H", "H", "C", "S", "S", "C", "H", "H", "H", "H", "H", "H"],
  "xyz": [[1.28, 0.42, 0.27], [1.80, 0.37, -0.94], [2.23, -0.82, -1.45], [2.01, 1.47, -1.67], [0.78, 1.26, 0.54], [0.75, -0.41, 0.59], [2.09, -0.91, -2.45], [1.90, -1.62, -0.93], [2.66, 1.40, -2.44], [1.95, 2.38, -1.24], [-1.07, -1.59, 2.70], [-1.36, -1.35, 0.90], [-2.12, 0.58, 1.01], [-2.41, 0.88, -0.77], [-0.08, -1.25, 3.00], [-1.84, -1.05, 3.24], [-1.15, -2.65, 2.95], [-3.02, 0.09, -1.18], [-2.91, 1.84, -0.80], [-1.49, 0.96, -1.34]]
}